Formula: C21H43BCdO10PS
Source: the Open Molecules 2025 dataset
Level of theory: ωB97M-V/def2-TZVPD

Charge: +1
DFT total energy in hartree: -2510.04428
HOMO-LUMO gap in eV: 2.947
Multiplicity: 1

XYZ file:
```
78
Properties=species:S:1:pos:R:3:forces:R:3
C 4.97170 -1.47616 -3.10054 -0.4234 -0.6940 0.2408
C 3.51011 -1.65236 -2.66259 1.9927 -0.1606 -0.8728
O 3.24592 -0.66946 -1.63111 -0.3658 0.8949 1.0758
B 2.01818 -0.59310 -1.17200 0.2621 -2.5494 -2.6243
O 1.06005 -1.48184 -1.51164 -0.3776 1.0301 0.3567
P 1.52140 0.96515 0.04711 0.9035 1.4321 3.5552
C 0.06696 -0.08237 0.90800 -1.4222 -0.9289 1.1112
C -0.81866 0.81190 1.76133 -0.4776 0.3878 -0.5431
C -2.11583 0.02515 2.02214 0.6882 -0.3349 0.2631
C -2.67461 0.18938 3.44375 -0.2131 0.2130 -0.1629
C -3.88702 1.11395 3.55309 -0.3441 -0.0040 -0.1064
C -4.95461 0.92595 2.47057 0.5252 -0.2968 -0.0005
C -5.31769 -0.52711 2.14546 -0.5132 0.3612 -0.9468
C -5.56986 -0.61504 0.64268 0.1329 0.0138 0.1080
O -6.18742 -1.86054 0.28808 0.5171 -0.2469 0.1045
C -5.35703 -2.62708 -0.50075 -0.2195 0.0981 -1.2385
C -4.70884 -3.78860 0.20058 -0.2797 0.7078 0.1522
O -5.21060 -2.38571 -1.67324 0.0549 -0.0537 0.9029
C 3.01898 2.08849 -0.61517 1.4272 0.9396 -1.0537
C 2.99857 2.77922 -1.94458 -0.0059 -0.2107 -1.0754
C 3.43585 1.97540 -3.17611 0.6837 0.4122 0.7050
O 3.48459 2.86391 -4.25974 -0.4324 -0.1758 -0.2125
C 2.58881 2.48331 -5.29633 0.2427 0.0784 -0.1905
C 2.70270 0.43207 1.50766 -0.2795 -0.6435 0.4638
C 3.30244 -0.94866 1.45331 3.0213 -0.0713 -0.0769
O 4.46125 -1.11370 1.13634 -1.8385 0.0054 0.0870
O 2.53329 -2.06422 1.79417 -0.5044 0.8293 -0.0692
C 2.24365 -2.14454 3.14400 0.2754 -0.0364 1.3624
C 1.01125 -2.94577 3.43412 0.4530 -0.5386 -1.1339
O 2.93075 -1.62605 3.98295 -0.3695 0.0312 -0.9112
S 0.02695 1.70634 -1.46695 -2.8713 -0.3660 -1.6794
C -0.36345 3.46444 -1.27526 0.8982 0.0077 -0.6044
O -1.27246 1.08291 -1.24567 -0.0260 -0.1566 1.2456
O 0.44853 1.34954 -2.81908 1.4735 0.4509 0.0530
H 5.03214 -1.50587 -4.18104 0.1194 0.3192 -0.1939
H 5.54935 -2.32599 -2.74945 0.2398 -0.0217 0.1946
H 5.40163 -0.57744 -2.68316 0.1060 0.2626 -0.1300
H 2.90356 -1.48971 -3.54503 -0.7200 0.1333 0.2756
H 3.42439 -2.68248 -2.27511 -0.6847 1.0410 -0.1190
H 0.56115 -1.13275 -2.27271 -0.4581 -0.1815 0.0536
H 1.12764 2.07945 0.86767 -0.0546 -0.1663 -0.4548
H 0.49922 -0.77580 1.62012 0.9655 -0.0582 -0.3549
H -0.49456 -0.70808 0.22536 0.1411 0.5278 -0.7477
H -1.09184 1.72252 1.23858 0.0772 0.2239 -0.0099
H -0.32356 1.07260 2.69237 0.2103 0.0367 0.1025
H -1.88209 -1.03387 1.88290 -0.0997 -0.1765 -0.0501
H -2.80570 0.29080 1.23136 -0.2345 -0.0454 -0.0508
H -2.92731 -0.78890 3.83725 -0.0894 -0.1802 0.0482
H -1.89212 0.57924 4.08990 0.1213 -0.0152 0.1743
H -3.55735 2.14955 3.52975 0.0260 0.2156 0.0325
H -4.36442 0.96244 4.51716 0.1126 -0.0279 0.2847
H -4.59962 1.39891 1.55383 0.0307 0.1064 -0.1360
H -5.85273 1.46518 2.74573 -0.1611 0.1622 0.0880
H -4.52829 -1.23990 2.35749 0.0373 -0.1076 0.4332
H -6.24911 -0.82072 2.61592 0.0567 -0.2086 0.4385
H -4.61550 -0.52945 0.12465 0.1002 0.0894 -0.2201
H -6.18253 0.20965 0.29419 -0.3155 0.0302 -0.0300
H -3.84133 -4.10998 -0.35430 0.0658 -0.2431 -0.1874
H -4.43189 -3.47036 1.20065 0.0401 -0.1472 0.2077
H -5.45584 -4.56902 0.28021 -0.0189 -0.3156 0.0760
H 3.17405 2.82699 0.16209 -0.7104 -0.0231 0.4957
H 3.91500 1.47815 -0.55381 -0.2616 -0.7449 -0.0240
H 3.79348 3.53107 -1.86551 0.0163 0.2014 0.3550
H 2.13829 3.36648 -2.25452 -0.3394 -0.0345 0.4261
H 2.82023 1.10230 -3.35235 -0.2116 -0.0276 -0.1989
H 4.46248 1.66285 -2.97610 0.0916 -0.3854 -0.0607
H 2.70643 3.18496 -6.11105 0.0356 0.2273 -0.0616
H 1.55303 2.48142 -4.96529 -0.1340 -0.0298 0.1176
H 2.85833 1.49820 -5.67436 -0.0662 -0.2108 -0.0436
H 3.54175 1.09827 1.64414 0.2902 0.1478 -0.3338
H 2.16874 0.52474 2.45440 -0.4616 -0.0894 -0.0681
H 0.14950 -2.28968 3.48137 -0.1520 0.1192 0.3201
H 0.85712 -3.62432 2.59950 -0.1927 -0.0886 -0.1202
H 1.14846 -3.55316 4.31487 -0.0876 0.2411 0.4467
H -1.32448 3.57750 -0.79837 -0.1058 -0.2137 0.2865
H 0.43124 4.01735 -0.78409 0.0424 0.0512 0.2111
H -0.42630 3.82720 -2.29699 -0.0521 0.0650 -0.1943
Cd 3.63614 -4.62516 -1.38875 0.0974 -0.8842 0.4369
```
Positions in Å, forces in eV/Å.

The molecule's Mulliken atomic charges, reported in e, are given here: atom 1 (C): -1.08, atom 2 (C): 0.90, atom 3 (O): 0.18, atom 4 (B): -0.96, atom 5 (O): -0.06, atom 6 (P): 0.19, atom 7 (C): -0.87, atom 8 (C): -0.28, atom 9 (C): -0.08, atom 10 (C): -1.30, atom 11 (C): -1.28, atom 12 (C): -0.87, atom 13 (C): -0.07, atom 14 (C): -0.67, atom 15 (O): -0.37, atom 16 (C): 0.70, atom 17 (C): -0.86, atom 18 (O): -0.53, atom 19 (C): -0.93, atom 20 (C): -0.80, atom 21 (C): -0.03, atom 22 (O): -0.47, atom 23 (C): -0.62, atom 24 (C): -0.88, atom 25 (C): -0.02, atom 26 (O): -0.53, atom 27 (O): -0.21, atom 28 (C): 0.79, atom 29 (C): -0.97, atom 30 (O): -0.49, atom 31 (S): 1.55, atom 32 (C): -1.34, atom 33 (O): -0.65, atom 34 (O): -0.67, atom 35 (H): 0.31, atom 36 (H): 0.34, atom 37 (H): 0.24, atom 38 (H): 0.32, atom 39 (H): -0.71, atom 40 (H): 0.46, atom 41 (H): 0.71, atom 42 (H): 0.12, atom 43 (H): 0.74, atom 44 (H): 0.19, atom 45 (H): 0.43, atom 46 (H): 0.47, atom 47 (H): 0.00, atom 48 (H): 0.53, atom 49 (H): 0.53, atom 50 (H): 0.36, atom 51 (H): 0.44, atom 52 (H): 0.45, atom 53 (H): 0.50, atom 54 (H): -0.05, atom 55 (H): 0.54, atom 56 (H): 0.31, atom 57 (H): 0.36, atom 58 (H): 0.30, atom 59 (H): 0.25, atom 60 (H): 0.29, atom 61 (H): 0.63, atom 62 (H): 0.59, atom 63 (H): 0.54, atom 64 (H): -0.04, atom 65 (H): 0.20, atom 66 (H): 0.26, atom 67 (H): 0.32, atom 68 (H): 0.23, atom 69 (H): 0.26, atom 70 (H): 0.61, atom 71 (H): 0.60, atom 72 (H): 0.06, atom 73 (H): 0.35, atom 74 (H): 0.38, atom 75 (H): 0.39, atom 76 (H): 0.38, atom 77 (H): 0.53, atom 78 (Cd): -0.09